(1)
Density functional theory data (wB97M-V/def2-TZVPD) for 2 unconnected molecules or ions with the total composition C3H8O4.

calculated total energy = -419.99074 a.u.
E_HOMO = -10.251 eV

XYZ file:
```
15
C3H8O4 (wB97M-V/def2-TZVPD)
C -0.94161 -0.40939 0.61167
O 0.24461 -0.85653 -0.04303
C 0.98326 0.10730 -0.74444
O 0.12664 0.75867 -1.63311
C 0.73169 1.64678 -2.47183
O 1.76524 2.26662 -2.27735
H -1.81773 -0.31171 -0.05126
H -0.73489 0.57301 1.06858
H -1.18554 -1.12613 1.41379
H 1.47313 0.76286 0.00102
H 1.77748 -0.45773 -1.26925
H 0.00273 1.86923 -3.27607
O -1.20431 -1.54873 2.86495
H -0.73158 -2.25167 3.36560
H -0.48907 -1.02263 2.44078
```

Results of the Löwdin charge analysis, in e, for atoms 1 through 4: atom 1 (C): -0.104, atom 2 (O): -0.144, atom 3 (C): -0.249, atom 4 (O): 0.001


(2)
Density functional theory data (wB97M-V/def2-TZVPD) for 2 unconnected molecules or ions with the total composition C3H8O4.

calculated total energy = -420.06391 a.u.
E_HOMO = -10.266 eV

XYZ file:
```
15
C3H8O4 (wB97M-V/def2-TZVPD)
O -1.15526 -0.04720 1.85455
C -0.37153 -0.00394 0.95258
O -0.38598 -0.87772 -0.08614
C 0.73550 1.03071 0.88656
C 2.05857 0.50652 0.37174
O 2.04388 0.44065 -1.04030
H -1.29979 -0.96579 -0.39047
H 0.45266 1.83420 0.22265
H 0.77205 1.46402 1.89074
H 2.84258 1.18177 0.71261
H 2.34965 -0.47089 0.77044
H 2.97350 0.46018 -1.32396
O -2.65983 -0.79041 -2.11082
H -3.42347 -0.61543 -2.67639
H -2.30539 0.10173 -2.00509
```

Results of the Löwdin charge analysis, in e, for atoms 1 through 4: atom 1 (O): 0.119, atom 2 (C): -0.518, atom 3 (O): 0.097, atom 4 (C): -0.079


(3)
Density functional theory data (wB97M-V/def2-TZVPD) for C3H8OS in the gas phase.

calculated total energy = -592.36023 a.u.
E_HOMO = -8.457 eV

XYZ file:
```
13
C3H8OS (wB97M-V/def2-TZVPD)
C -1.43507 -1.98301 0.36673
S -0.66104 -0.72890 -0.41788
O -0.27463 -1.14807 -1.91772
C 0.73718 0.26869 0.30569
C 0.81843 1.70135 -0.14145
H -1.84936 -1.70508 1.37792
H -0.65826 -2.80483 0.41913
H -1.47876 0.35608 -0.38366
H 0.55762 0.18840 1.36263
H 1.53343 -0.28479 -0.06352
H 0.02839 2.46136 -0.13202
H 1.63155 2.04726 0.39166
H 1.05052 1.63154 -1.16751
```

Results of the Löwdin charge analysis, in e, for atoms 1 through 4: atom 1 (C): -0.337, atom 2 (S): 0.816, atom 3 (O): -0.474, atom 4 (C): -0.333